(1)
Computed, not measured: a structure of composition C23H34BN8OPt, with the ωB97M-V functional and the def2-TZVPD basis.

Summary:
**Lowest unoccupied orbital energy (alpha / beta)**: -12.192 / -12.192 eV
**Total energy**: -1553.2344 a.u.
**Energy relative to the best compared isomer or geometry (same formula, charge and spin)**: 51.6 kJ/mol
**Gap between HOMO and LUMO (alpha / beta)**: 0.191 / 0.191 Eh
**HOMO energy (alpha / beta)**: -17.397 / -17.395 eV

```
! RIJCOSX wB97M-V def2-TZVPD def2/J DEFGRID3
* xyz 3 1
Pt 0.009 -0.258 -0.663
B 2.859 -1.277 -2.367
N 2.819 -0.840 -0.824
C 3.867 -0.941 -0.018
C 3.571 -0.382 1.230
C 2.281 0.074 1.127
N 1.871 -0.172 -0.141
N 1.444 -0.975 -3.060
C 1.245 -1.102 -4.368
C -0.094 -0.852 -4.680
C -0.703 -0.565 -3.483
N 0.247 -0.688 -2.524
H 3.640 -0.562 -2.911
H 3.051 -2.450 -2.391
H 4.782 -1.381 -0.386
H 4.233 -0.289 2.074
H 1.644 0.575 1.838
H 2.073 -1.373 -5.005
H -0.558 -0.895 -5.651
H -1.727 -0.321 -3.242
C -1.495 -4.224 3.680
N -0.956 -4.101 2.326
N -0.792 -2.898 1.689
C -0.307 -3.150 0.447
O -0.083 -2.223 -0.431
C -0.139 -4.521 0.306
C -0.555 -5.086 1.503
C -0.597 -6.513 1.915
C -1.175 -1.633 2.223
C -0.573 -1.152 3.378
C -1.038 0.032 3.935
C -2.080 0.731 3.331
C -2.658 0.257 2.161
C -2.206 -0.931 1.590
H -2.095 -3.349 3.910
H -0.689 -4.327 4.405
H -2.130 -5.105 3.707
H 0.233 -5.029 -0.568
H -0.205 -7.138 1.117
H -1.620 -6.829 2.124
H 0.004 -6.679 2.810
H 0.226 -1.712 3.849
H -0.603 0.401 4.855
H -2.459 1.634 3.792
H -3.496 0.782 1.718
H -2.717 -1.370 0.739
C -0.841 3.908 -3.397
C 0.423 4.073 -2.565
N 0.209 3.927 -1.103
C 0.172 5.191 -0.315
C -1.135 5.943 -0.484
C 0.016 2.760 -0.553
C -0.196 2.622 0.918
N -0.029 1.638 -1.296
H -0.591 4.046 -4.449
H -1.590 4.651 -3.131
H -1.300 2.924 -3.291
H 0.842 5.066 -2.703
H 1.210 3.371 -2.857
H 1.018 5.781 -0.665
H 0.369 4.956 0.726
H -1.286 6.266 -1.513
H -1.113 6.838 0.137
H -1.991 5.339 -0.177
H 0.680 2.954 1.476
H -0.410 1.586 1.194
H -1.053 3.212 1.247
H 0.245 1.756 -2.263
*
```

(2)
Computed, not measured: a structure of composition C23H34Br18NO4 in a non-equilibrium geometry, with the ωB97M-V functional and the def2-TZVPD basis.

Summary:
**Lowest unoccupied orbital energy**: -3.790 eV
**Total energy**: -47584.4255 a.u.
**Gap between HOMO and LUMO**: 0.279 Eh
**HOMO energy**: -11.369 eV

```
! RIJCOSX wB97M-V def2-TZVPD def2/J DEFGRID3
* xyz 1 1
C 3.666 -1.988 0.107
C 4.018 -0.507 -0.244
O 2.952 0.397 0.031
C 2.566 1.177 -1.093
C 1.275 0.576 -1.697
C 0.368 1.601 -2.427
C -1.142 1.166 -2.471
C -1.358 -0.280 -3.020
C -1.292 -1.359 -1.932
N -0.220 -2.163 -1.975
C -0.025 -3.144 -1.079
C -0.926 -3.366 -0.066
C -2.077 -2.530 0.044
C -3.089 -2.686 1.183
O -2.842 -2.095 2.209
O -4.241 -3.400 1.065
C -2.247 -1.519 -0.932
C -3.491 -0.625 -0.853
C -4.589 -1.053 -1.888
C -4.733 -2.598 -2.072
C -4.082 -3.146 -3.371
O -2.883 -3.845 -2.985
H 3.507 -2.571 -0.820
H 4.570 -2.422 0.570
H 2.822 -2.082 0.806
H 4.377 -0.491 -1.286
H 4.855 -0.223 0.423
H 2.401 2.206 -0.717
H 3.337 1.257 -1.877
H 1.563 -0.215 -2.416
H 0.672 0.136 -0.880
H 0.374 2.521 -1.811
H 0.692 1.850 -3.447
H -1.527 1.315 -1.452
H -1.635 1.866 -3.168
H -0.657 -0.504 -3.846
H -2.364 -0.350 -3.475
H 0.492 -2.034 -2.687
H 0.886 -3.741 -1.177
H -0.697 -4.184 0.618
H -4.914 -2.845 1.499
H -3.217 0.409 -1.108
H -3.853 -0.618 0.185
H -5.557 -0.685 -1.509
H -4.443 -0.606 -2.884
H -5.804 -2.861 -2.112
H -4.325 -3.163 -1.220
H -3.887 -2.370 -4.135
H -4.776 -3.894 -3.799
H -2.645 -4.476 -3.675
C 3.331 1.602 3.753
Br 4.392 0.172 4.501
Br 2.321 2.532 5.110
Br 4.405 2.810 2.700
H 2.616 1.147 3.080
C 1.937 4.355 8.771
Br 0.587 4.071 7.416
Br 1.928 2.949 10.089
Br 3.688 4.608 8.003
H 1.681 5.274 9.283
C 2.542 4.351 -5.240
Br 2.069 4.107 -7.092
Br 1.013 4.852 -4.173
Br 3.444 2.801 -4.523
H 3.244 5.174 -5.196
C 8.138 4.423 2.009
Br 6.771 4.132 0.672
Br 8.156 3.025 3.336
Br 9.872 4.668 1.205
H 7.890 5.344 2.520
C -3.959 -6.943 -0.489
Br -4.132 -7.283 -2.379
Br -2.637 -5.573 -0.133
Br -5.658 -6.533 0.321
H -3.601 -7.857 -0.032
C -3.288 4.404 5.017
Br -2.904 6.065 5.920
Br -1.997 4.029 3.631
Br -3.456 2.932 6.254
H -4.249 4.523 4.534
*
```

(3)
Computed, not measured: a structure of composition C23H34Br3F6IrNO8S2Si in a non-equilibrium geometry, with the ωB97M-V functional and the def2-TZVPD basis.

Summary:
**Expectation value of S²**: 8.775
**Lowest unoccupied orbital energy (alpha / beta)**: -5.418 / -8.936 eV
**Total energy**: -11064.2231 a.u.
**Gap between HOMO and LUMO (alpha / beta)**: 0.318 / 0.201 Eh
**HOMO energy (alpha / beta)**: -14.076 / -14.393 eV

```
! RIJCOSX wB97M-V def2-TZVPD def2/J DEFGRID3
* xyz 2 6
Ir -1.140 -0.026 -1.665
Br -2.414 -2.415 -2.716
C -0.928 -3.572 -3.097
Br 0.361 -3.696 -1.663
H -0.427 -3.164 -3.962
H -1.333 -4.559 -3.268
F -0.776 5.213 -2.141
C -1.109 4.459 -1.113
F -2.111 4.993 -0.446
F -0.061 4.302 -0.306
S -1.575 2.777 -1.680
O -0.384 2.211 -2.334
O -1.905 2.031 -0.459
N -2.769 3.056 -2.625
S -3.635 1.831 -3.161
O -3.215 0.559 -2.531
O -5.022 2.108 -3.205
C -3.049 1.652 -4.897
F -3.654 0.605 -5.433
F -3.316 2.741 -5.587
F -1.730 1.439 -4.886
C 1.019 0.933 3.941
C 0.044 0.895 2.750
C 0.787 1.279 1.468
C -1.066 1.945 2.980
Si -0.838 -0.772 2.675
Br -1.621 -1.163 0.613
C -2.314 -1.166 3.812
C -2.723 -2.642 3.780
C -1.927 -0.763 5.246
C -3.521 -0.319 3.343
C 0.640 -2.465 2.759
C -0.020 -3.720 2.239
C 0.965 -2.505 4.228
C 1.739 -1.950 1.866
H 1.402 1.952 4.040
H 1.882 0.282 3.792
H 0.545 0.669 4.890
H 1.249 2.256 1.642
H 0.112 1.388 0.625
H 1.576 0.588 1.184
H -0.572 2.921 2.995
H -1.575 1.822 3.935
H -1.798 1.960 2.172
H -1.986 -3.283 4.263
H -2.913 -3.005 2.768
H -3.653 -2.746 4.344
H -1.098 -1.352 5.641
H -2.789 -0.942 5.896
H -1.673 0.295 5.331
H -3.814 -0.525 2.316
H -3.368 0.750 3.456
H -4.358 -0.604 3.987
H -0.694 -4.181 2.954
H 0.804 -4.423 2.054
H -0.526 -3.591 1.284
H 0.115 -2.800 4.843
H 1.390 -1.577 4.611
H 1.730 -3.287 4.345
H 1.416 -1.786 0.835
H 2.491 -2.751 1.848
H 2.228 -1.060 2.255
O 0.186 -0.620 -3.415
C 1.216 -0.208 -2.810
O 1.253 -0.073 -1.569
C 2.417 0.181 -3.631
C 2.386 -0.082 -5.049
C 3.398 0.289 -5.892
C 4.459 0.947 -5.280
O 5.552 1.426 -5.831
C 6.347 2.023 -4.795
O 5.603 1.847 -3.581
C 4.491 1.209 -3.876
C 3.461 0.828 -3.025
H 1.511 -0.586 -5.437
H 3.382 0.100 -6.956
H 6.479 3.082 -4.997
H 7.301 1.506 -4.722
H 3.462 1.030 -1.963
*
```

(4)
Computed, not measured: a structure of composition C23H34ClFNO6S2SiV in a non-equilibrium geometry, with the ωB97M-V functional and the def2-TZVPD basis.

Summary:
**Expectation value of S²**: 2.019
**Lowest unoccupied orbital energy (alpha / beta)**: -1.088 / -1.156 eV
**Total energy**: -3993.0811 a.u.
**Energy relative to the best compared isomer or geometry (same formula, charge and spin)**: 44.5 kJ/mol
**Gap between HOMO and LUMO (alpha / beta)**: 0.260 / 0.262 Eh
**HOMO energy (alpha / beta)**: -8.161 / -8.285 eV

```
! RIJCOSX wB97M-V def2-TZVPD def2/J DEFGRID3
* xyz 0 3
V -0.240 0.217 0.337
Cl 4.399 -5.521 0.362
C 3.101 -4.371 0.306
C 1.805 -4.810 -0.020
C 0.758 -3.930 -0.073
C 0.947 -2.553 0.192
O -0.061 -1.749 0.120
C 2.266 -2.125 0.519
C 2.554 -0.759 0.788
O 1.762 0.197 0.751
C 3.328 -3.055 0.576
H 1.646 -5.860 -0.227
H -0.244 -4.258 -0.320
H 3.594 -0.523 1.051
H 4.322 -2.709 0.831
C -2.607 3.362 2.643
Si -1.223 3.005 1.439
C -1.892 2.984 -0.308
C 0.101 4.353 1.460
N -0.489 1.431 1.826
C 0.116 1.225 3.067
C 0.495 2.239 3.958
C 1.068 1.962 5.190
C 1.286 0.657 5.598
C 0.907 -0.379 4.755
C 0.342 -0.072 3.541
F -0.058 -1.104 2.744
H -2.887 4.417 2.597
H -2.328 3.131 3.673
H -3.487 2.768 2.386
H -2.171 4.019 -0.530
H -2.780 2.364 -0.415
H -1.158 2.707 -1.073
H -0.080 5.051 0.640
H 1.092 3.918 1.310
H 0.125 4.934 2.383
H 0.343 3.270 3.677
H 1.348 2.784 5.836
H 1.735 0.441 6.558
H 1.031 -1.419 5.028
C 3.641 -1.103 -4.297
C 2.324 -0.381 -4.033
C 1.862 -0.612 -2.603
S 0.403 0.365 -2.177
O 0.566 1.722 -2.725
C -0.868 -0.553 -3.083
C -2.008 0.373 -3.490
C -3.125 -0.424 -4.155
H 3.969 -0.947 -5.324
H 3.540 -2.178 -4.134
H 4.426 -0.734 -3.634
H 1.564 -0.727 -4.736
H 2.435 0.692 -4.194
H 2.633 -0.299 -1.896
H 1.606 -1.654 -2.393
H -1.211 -1.326 -2.391
H -0.406 -1.018 -3.954
H -1.619 1.140 -4.162
H -2.395 0.883 -2.607
H -2.762 -0.946 -5.043
H -3.932 0.241 -4.462
H -3.533 -1.159 -3.461
C -3.179 -1.254 1.586
S -3.345 -0.694 -0.088
O -3.389 -1.854 -0.943
O -4.453 0.220 -0.146
O -2.060 0.071 -0.342
H -4.103 -1.758 1.859
H -3.014 -0.383 2.218
H -2.336 -1.940 1.632
*
```

(5)
Computed, not measured: a cluster of 9 separate species, C23H34F3N9O3 in total in a non-equilibrium geometry, with the ωB97M-V functional and the def2-TZVPD basis.

Summary:
**Lowest unoccupied orbital energy**: 0.099 eV
**Total energy**: -1914.8621 a.u.
**Gap between HOMO and LUMO**: 0.367 Eh
**HOMO energy**: -9.897 eV
**SMILES**: CCCN[C@H]1OC(=O)O[C@H]1C(F)(F)F.CC#N.CC#N.CC#N.CC#N.CC#N.CC#N.CC#N.CC#N

```
! RIJCOSX wB97M-V def2-TZVPD def2/J DEFGRID3
* xyz 0 1
C -4.011 2.299 1.271
C -5.231 2.227 0.320
C -4.969 1.548 -1.040
N -5.479 0.166 -1.107
C -4.430 -0.782 -1.100
O -4.903 -2.121 -0.940
C -3.861 -2.904 -1.273
O -3.513 -3.832 -0.672
O -3.203 -2.397 -2.334
C -3.403 -0.965 -2.306
C -3.799 -0.514 -3.725
F -3.104 0.611 -4.059
F -5.121 -0.188 -3.813
F -3.561 -1.445 -4.664
H -3.116 1.883 0.786
H -4.186 1.741 2.197
H -3.772 3.326 1.563
H -5.634 3.232 0.138
H -6.030 1.655 0.815
H -5.401 2.125 -1.869
H -3.881 1.524 -1.209
H -6.169 0.011 -1.829
H -3.798 -0.532 -0.233
H -2.451 -0.502 -2.031
C -0.706 1.387 4.187
C -1.845 2.295 4.238
N -2.759 2.989 4.267
H 0.149 1.889 3.745
H -0.439 1.060 5.190
H -0.949 0.512 3.585
C -0.300 -5.041 0.150
C -0.118 -3.679 0.633
N 0.024 -2.606 1.015
H 0.345 -5.211 -0.710
H -0.073 -5.780 0.916
H -1.335 -5.156 -0.171
C 3.067 -1.215 2.695
C 3.155 0.189 3.052
N 3.269 1.302 3.317
H 3.782 -1.410 1.899
H 3.302 -1.856 3.544
H 2.065 -1.452 2.336
C 6.547 1.643 1.185
C 6.176 0.238 1.212
N 5.894 -0.875 1.227
H 6.477 2.025 0.166
H 5.881 2.227 1.820
H 7.570 1.780 1.529
C 5.701 1.039 5.815
C 6.254 1.227 7.148
N 6.690 1.375 8.198
H 4.781 1.607 5.693
H 6.413 1.371 5.062
H 5.480 -0.013 5.644
C 3.333 3.165 -0.116
C 4.361 3.751 -0.960
N 5.196 4.184 -1.617
H 3.487 3.437 0.928
H 2.350 3.515 -0.426
H 3.361 2.078 -0.179
C 4.616 -0.919 -2.236
C 3.571 -0.492 -1.319
N 2.752 -0.145 -0.593
H 5.472 -1.282 -1.670
H 4.246 -1.719 -2.875
H 4.928 -0.082 -2.858
C -4.918 -2.063 -7.478
C -4.738 -2.627 -8.809
N -4.595 -3.074 -9.855
H -4.180 -2.475 -6.795
H -4.801 -0.981 -7.510
H -5.912 -2.299 -7.103
*
```

(6)
Computed, not measured: a cluster of 3 separate species, C23H34F6NO11 in total in a non-equilibrium geometry, with the ωB97M-V functional and the def2-TZVPD basis.

Summary:
**Lowest unoccupied orbital energy**: -5.533 eV
**Total energy**: -2377.9195 a.u.
**Energy relative to the best compared isomer or geometry (same formula, charge and spin)**: 0.0 kJ/mol
**Gap between HOMO and LUMO**: 0.178 Eh
**HOMO energy**: -10.365 eV

```
! RIJCOSX wB97M-V def2-TZVPD def2/J DEFGRID3
* xyz 1 1
O -4.020 -1.311 -2.558
C -2.953 -0.871 -2.897
O -2.903 0.377 -3.479
C -1.724 -1.799 -2.681
C -1.653 -3.018 -3.520
C -0.522 -3.924 -3.351
N 0.445 -3.667 -2.402
C 0.404 -2.548 -1.616
C -0.642 -1.529 -1.695
C -0.669 -0.235 -0.826
O -1.319 -0.278 0.175
C 0.081 1.128 -1.181
F 0.132 1.825 0.014
F -0.632 1.931 -2.042
C 1.593 0.951 -1.642
F 2.281 2.031 -1.106
F 2.190 -0.168 -1.067
C 1.853 1.023 -3.210
F 3.114 0.450 -3.412
F 1.952 2.327 -3.575
C 0.862 0.200 -4.108
O -0.114 0.669 -4.632
O 1.122 -1.138 -4.375
H -3.438 0.349 -4.298
H -2.419 -3.257 -4.296
H -0.389 -4.846 -3.966
H 1.236 -4.308 -2.292
H 1.239 -2.404 -0.885
H 0.366 -1.490 -4.889
C 2.802 3.917 2.251
O 2.703 4.911 1.246
C 1.645 4.700 0.327
C 0.813 5.957 0.108
O 0.073 6.417 1.234
C 0.803 6.934 2.346
C 1.583 8.217 2.088
O 2.685 7.992 1.220
C 2.831 8.981 0.216
H 3.410 3.083 1.894
H 3.291 4.366 3.118
H 1.817 3.564 2.572
H 0.987 3.888 0.649
H 2.097 4.409 -0.629
H 0.061 5.722 -0.652
H 1.412 6.764 -0.314
H 1.436 6.164 2.782
H 0.047 7.161 3.104
H 1.989 8.579 3.041
H 0.905 8.981 1.691
H 1.865 9.304 -0.181
H 3.397 8.538 -0.607
H 3.386 9.837 0.607
C -1.560 -8.088 3.244
O -1.182 -6.720 3.202
C 0.002 -6.469 2.470
C -0.164 -5.317 1.487
O -1.078 -5.539 0.414
C -2.469 -5.644 0.736
C -3.115 -4.380 1.289
O -2.637 -4.073 2.591
C -2.331 -2.702 2.763
H -1.058 -8.588 4.074
H -2.639 -8.131 3.403
H -1.342 -8.599 2.301
H 0.337 -7.359 1.925
H 0.784 -6.202 3.192
H 0.808 -5.154 1.008
H -0.395 -4.384 2.002
H -2.651 -6.501 1.381
H -2.966 -5.875 -0.212
H -4.196 -4.544 1.371
H -2.945 -3.552 0.590
H -1.861 -2.281 1.869
H -1.618 -2.617 3.585
H -3.234 -2.141 3.017
*
```